Record 1
{
  "formula": "C23H26N2OS",
  "method": "the ωB97M-V functional and the def2-TZVPD basis",
  "energy_ha": -1474.98927,
  "smiles": "Cc1ccc(OCCn2cc(C(=S)N3CCCC3)c3ccccc32)cc1C",
  "homo_ha": -0.276,
  "gap_ha": 0.3017,
  "elements": ["C", "C", "C", "C", "C", "O", "C", "C", "N", "C", "C", "C", "S", "N", "C", "C", "C", "C", "C", "C", "C", "C", "C", "C", "C", "C", "C", "H", "H", "H", "H", "H", "H", "H", "H", "H", "H", "H", "H", "H", "H", "H", "H", "H", "H", "H", "H", "H", "H", "H", "H", "H", "H"],
  "coordinates": [[-7.070, -2.105, 0.428], [-6.033, -1.058, 0.154], [-6.357, 0.290, 0.230], [-5.419, 1.270, -0.019], [-4.115, 0.917, -0.355], [-3.266, 1.966, -0.600], [-1.905, 1.719, -0.831], [-1.146, 1.409, 0.477], [0.237, 1.132, 0.217], [0.768, -0.107, 0.030], [2.096, -0.025, -0.296], [2.953, -1.159, -0.611], [2.423, -2.295, -1.696], [4.157, -1.256, -0.041], [4.616, -0.507, 1.114], [6.105, -0.829, 1.171], [6.142, -2.287, 0.715], [5.067, -2.338, -0.368], [2.403, 1.374, -0.370], [3.535, 2.101, -0.739], [3.469, 3.476, -0.726], [2.297, 4.143, -0.362], [1.153, 3.451, -0.028], [1.209, 2.062, -0.043], [-3.782, -0.428, -0.433], [-4.728, -1.415, -0.185], [-4.335, -2.858, -0.283], [-8.022, -1.645, 0.681], [-6.764, -2.744, 1.256], [-7.214, -2.742, -0.444], [-7.365, 0.580, 0.488], [-5.673, 2.316, 0.036], [-1.513, 2.641, -1.270], [-1.753, 0.907, -1.553], [-1.233, 2.265, 1.151], [-1.598, 0.541, 0.964], [0.178, -0.993, 0.172], [4.412, 0.558, 1.012], [4.105, -0.871, 2.016], [6.523, -0.683, 2.165], [6.649, -0.200, 0.465], [7.118, -2.586, 0.339], [5.874, -2.943, 1.544], [4.526, -3.288, -0.393], [5.481, -2.167, -1.367], [4.436, 1.595, -1.053], [4.336, 4.055, -1.007], [2.285, 5.223, -0.361], [0.244, 3.973, 0.228], [-2.783, -0.740, -0.702], [-3.291, -2.961, -0.567], [-4.487, -3.362, 0.671], [-4.945, -3.369, -1.026]],
  "lowdin_charge": [-0.051, -0.248, -0.040, -0.006, -0.260, -0.041, -0.167, -0.098, -0.047, -0.006, -0.201, -0.729, 0.668, -0.121, -0.142, -0.162, -0.163, -0.197, -0.122, -0.035, -0.092, -0.092, -0.015, -0.164, 0.015, -0.230, -0.041, 0.074, 0.081, 0.082, 0.110, 0.116, 0.131, 0.131, 0.135, 0.128, 0.131, 0.103, 0.136, 0.111, 0.114, 0.110, 0.112, 0.087, 0.124, 0.114, 0.100, 0.100, 0.108, 0.105, 0.076, 0.084, 0.085]
}

***

Record 2
{
  "formula": "C23H26N3NaO3Te4",
  "method": "the ωB97M-V functional and the def2-TZVPD basis",
  "energy_ha": -2516.49262,
  "homo_ha": -0.001,
  "charge": -2,
  "gap_ha": 0.1284,
  "elements": ["Na", "C", "N", "C", "C", "O", "C", "O", "C", "C", "O", "N", "C", "C", "H", "H", "H", "H", "H", "H", "H", "H", "H", "H", "H", "H", "H", "H", "H", "H", "Te", "Te", "Te", "Te", "C", "C", "C", "C", "C", "C", "C", "C", "C", "C", "C", "C", "C", "C", "C", "N", "H", "H", "H", "H", "H", "H", "H", "H", "H", "H"],
  "coordinates": [[0.461, 0.247, 0.308], [-3.192, -4.279, 0.727], [-2.100, -3.365, 0.970], [-1.047, -3.848, 1.839], [-1.827, -2.310, 0.140], [-0.798, -1.675, 0.222], [-2.890, -1.974, -0.912], [-2.438, -0.976, -1.757], [-3.153, 0.217, -1.848], [-2.260, 1.367, -1.372], [-1.150, 1.116, -0.944], [-2.776, 2.624, -1.421], [-3.965, 2.908, -2.200], [-1.853, 3.737, -1.280], [-3.476, -4.747, 1.672], [-2.918, -5.068, 0.017], [-4.065, -3.758, 0.342], [-1.458, -4.083, 2.824], [-0.290, -3.076, 1.934], [-0.579, -4.747, 1.425], [-3.819, -1.688, -0.394], [-3.085, -2.877, -1.502], [-4.085, 0.183, -1.266], [-3.387, 0.401, -2.900], [-4.743, 2.169, -2.014], [-3.722, 2.922, -3.270], [-4.351, 3.883, -1.900], [-0.978, 3.404, -0.731], [-2.343, 4.552, -0.743], [-1.531, 4.074, -2.271], [1.318, -1.592, -2.756], [-0.408, -3.468, -3.624], [-1.312, 1.514, -4.915], [1.172, 0.893, -4.053], [4.992, 1.308, 1.736], [4.823, 1.657, 3.074], [3.554, 1.604, 3.619], [2.456, 1.204, 2.834], [2.578, 0.845, 1.473], [3.896, 0.920, 0.980], [1.102, 1.167, 3.459], [0.907, 1.422, 4.860], [-0.333, 1.385, 5.407], [-1.456, 1.099, 4.592], [-2.784, 1.043, 5.070], [-3.816, 0.761, 4.217], [-3.554, 0.527, 2.849], [-2.277, 0.572, 2.363], [-1.189, 0.858, 3.228], [0.063, 0.888, 2.700], [5.983, 1.346, 1.290], [5.666, 1.970, 3.680], [3.447, 1.890, 4.660], [4.076, 0.660, -0.062], [1.755, 1.635, 5.491], [-0.478, 1.572, 6.467], [-2.969, 1.229, 6.123], [-4.833, 0.721, 4.586], [-4.376, 0.312, 2.177], [-2.063, 0.400, 1.316]],
  "lowdin_charge": [0.224, -0.067, -0.146, -0.041, -0.407, 0.010, -0.162, -0.147, -0.154, -0.463, -0.008, -0.149, -0.085, -0.045, 0.081, 0.098, 0.075, 0.081, 0.088, 0.095, 0.123, 0.101, 0.121, 0.073, 0.076, 0.049, 0.080, 0.088, 0.079, 0.083, -0.219, -0.373, -0.281, -0.257, -0.135, -0.143, -0.091, -0.231, -0.056, -0.154, -0.201, -0.009, -0.030, -0.173, -0.060, -0.108, -0.081, 0.010, -0.193, 0.155, 0.081, 0.078, 0.073, 0.074, 0.085, 0.106, 0.101, 0.089, 0.096, 0.095]
}

***

Record 3
{
  "formula": "C23H26N4O3Rb",
  "method": "the ωB97M-V functional and the def2-TZVPD basis",
  "energy_ha": -1360.54770,
  "homo_ha": [-0.398, -0.367],
  "charge": 1,
  "gap_ha": [0.2774, 0.2108],
  "elements": ["C", "C", "H", "H", "C", "C", "H", "H", "C", "H", "H", "H", "C", "H", "H", "H", "Rb", "O", "C", "O", "C", "O", "N", "C", "C", "H", "H", "H", "H", "C", "C", "H", "H", "H", "C", "C", "C", "C", "C", "C", "N", "N", "C", "C", "C", "C", "C", "N", "H", "H", "H", "H", "H", "H", "H", "H", "H"],
  "coordinates": [[3.692, 3.298, 0.522], [5.051, 3.012, 0.051], [3.801, 4.232, 1.062], [3.341, 2.569, 1.195], [5.302, 1.834, -0.611], [4.332, 0.927, -0.978], [3.424, 0.802, -0.464], [4.663, 0.151, -1.648], [6.140, 4.011, 0.138], [5.724, 4.962, 0.461], [6.639, 4.198, -0.825], [6.949, 3.792, 0.834], [6.742, 1.472, -1.011], [7.434, 1.405, -0.145], [7.247, 2.147, -1.731], [6.754, 0.485, -1.514], [-2.092, 0.207, 0.727], [0.005, 1.226, -0.254], [0.719, 1.359, -1.282], [-1.624, -0.336, -1.618], [-0.791, -0.128, -2.488], [-0.986, -0.626, -3.711], [0.355, 0.650, -2.454], [0.006, -0.137, -4.616], [1.022, 0.631, -3.794], [-0.474, 0.515, -5.361], [0.410, -0.996, -5.145], [1.180, 1.616, -4.219], [2.008, 0.118, -3.781], [1.903, 2.159, -1.450], [2.410, 3.280, -0.590], [2.485, 1.922, -2.339], [1.542, 3.433, 0.095], [2.591, 4.247, -1.202], [-8.044, -2.424, -0.114], [-7.857, -2.898, 1.197], [-6.590, -2.802, 1.780], [-5.532, -2.198, 1.062], [-5.756, -1.668, -0.236], [-7.011, -1.792, -0.807], [-4.249, -2.023, 1.615], [-4.085, -2.612, 2.757], [-2.780, -2.697, 3.210], [-2.525, -3.446, 4.375], [-1.210, -3.453, 4.841], [-0.228, -2.707, 4.140], [-0.613, -1.992, 3.002], [-1.863, -2.006, 2.520], [-9.026, -2.481, -0.585], [-8.647, -3.392, 1.775], [-6.375, -3.182, 2.781], [-4.923, -1.226, -0.780], [-7.235, -1.416, -1.799], [-3.402, -3.958, 4.742], [-0.942, -3.999, 5.745], [0.833, -2.657, 4.444], [0.154, -1.407, 2.478]],
  "lowdin_charge": [-0.089, -0.236, 0.109, 0.101, -0.299, 0.108, 0.048, 0.076, -0.039, 0.081, 0.097, 0.100, -0.052, 0.097, 0.084, 0.077, 1.104, -0.168, -0.383, -0.118, -0.481, 0.078, 0.082, -0.108, -0.073, 0.138, 0.133, 0.127, 0.139, -0.036, -0.108, 0.078, 0.109, 0.142, -0.067, -0.060, -0.017, -0.256, -0.015, -0.080, 0.061, 0.076, -0.341, 0.016, -0.035, -0.044, -0.151, 0.003, 0.110, 0.112, 0.105, 0.105, 0.108, 0.115, 0.114, 0.115, 0.108]
}

***

Record 4
{
  "formula": "C23H26N4O3S2",
  "method": "the ωB97M-V functional and the def2-TZVPD basis",
  "energy_ha": -2133.21050,
  "smiles": "CCN(CC)CCn1c(SCC(=O)NCc2ccco2)nc2c(sc3ccccc32)c1=O",
  "homo_ha": -0.300,
  "gap_ha": 0.2994,
  "elements": ["C", "C", "N", "C", "C", "C", "C", "N", "C", "S", "C", "C", "O", "N", "C", "C", "C", "C", "C", "O", "N", "C", "C", "S", "C", "C", "C", "C", "C", "C", "C", "O", "H", "H", "H", "H", "H", "H", "H", "H", "H", "H", "H", "H", "H", "H", "H", "H", "H", "H", "H", "H", "H", "H", "H", "H", "H", "H"],
  "coordinates": [[-6.227, -0.723, -2.251], [-6.005, 0.120, -0.989], [-5.036, -0.401, -0.049], [-5.497, -1.526, 0.749], [-6.086, -1.042, 2.072], [-3.692, -0.522, -0.557], [-2.690, -0.186, 0.562], [-1.323, -0.356, 0.117], [-0.662, 0.624, -0.547], [-1.519, 2.133, -0.795], [-0.206, 3.238, -1.411], [0.719, 3.620, -0.258], [0.488, 4.547, 0.483], [1.811, 2.830, -0.182], [2.644, 2.787, 1.005], [2.540, 1.444, 1.650], [3.451, 0.442, 1.808], [2.765, -0.623, 2.443], [1.486, -0.194, 2.610], [1.338, 1.053, 2.132], [0.548, 0.521, -1.006], [1.209, -0.636, -0.763], [0.619, -1.688, -0.088], [1.679, -3.041, 0.143], [2.964, -2.179, -0.666], [4.256, -2.641, -0.870], [5.154, -1.821, -1.521], [4.774, -0.558, -1.974], [3.493, -0.095, -1.777], [2.572, -0.903, -1.112], [-0.729, -1.612, 0.389], [-1.348, -2.472, 0.980], [-6.994, -0.265, -2.869], [-6.551, -1.729, -1.993], [-5.311, -0.796, -2.833], [-5.674, 1.122, -1.281], [-6.951, 0.226, -0.454], [-6.252, -2.115, 0.211], [-4.654, -2.190, 0.954], [-5.342, -0.477, 2.627], [-6.406, -1.890, 2.673], [-6.942, -0.397, 1.896], [-3.463, -1.531, -0.938], [-3.556, 0.193, -1.372], [-2.838, -0.872, 1.398], [-2.845, 0.841, 0.898], [-0.741, 4.119, -1.764], [0.310, 2.737, -2.226], [1.796, 1.981, -0.740], [3.688, 2.977, 0.738], [2.287, 3.578, 1.672], [4.480, 0.459, 1.514], [3.169, -1.573, 2.726], [0.622, -0.664, 3.037], [4.544, -3.621, -0.521], [6.165, -2.163, -1.685], [5.496, 0.061, -2.485], [3.192, 0.878, -2.134]],
  "lowdin_charge": [-0.080, -0.244, -0.200, -0.246, -0.079, -0.186, -0.151, 0.019, -0.541, 1.059, -0.331, -0.574, 0.061, 0.070, -0.078, -0.264, -0.020, -0.068, -0.120, 0.054, 0.102, -0.240, -0.374, 1.111, -0.454, -0.084, -0.078, -0.079, -0.019, -0.188, -0.437, 0.068, 0.070, 0.063, 0.065, 0.115, 0.112, 0.110, 0.115, 0.068, 0.069, 0.065, 0.135, 0.100, 0.121, 0.099, 0.086, 0.079, 0.081, 0.131, 0.132, 0.114, 0.104, 0.130, 0.109, 0.105, 0.103, 0.111]
}